Density functional theory data (wB97M-V/def2-TZVPD) for a molecular structure, H12O6Xe in a non-equilibrium geometry.

Geometry as XYZ:
```
19
Properties=species:S:1:pos:R:3:nbo_charge:R:1
Xe -1.476 -0.803 0.488 0.0091
O -3.763 -0.693 3.174 -0.9389
H -4.195 -1.425 2.733 0.4675
H -3.075 -0.420 2.567 0.4628
O 2.030 -0.209 -0.628 -0.9897
H 2.926 0.121 -0.563 0.4852
H 1.505 0.562 -0.843 0.5104
O 2.449 -2.450 1.271 -0.9548
H 2.270 -1.833 0.561 0.4833
H 2.217 -3.305 0.910 0.4652
O 0.724 2.400 -0.923 -0.9750
H 0.646 2.593 -1.857 0.4705
H -0.177 2.405 -0.600 0.5014
O -1.689 2.733 0.300 -0.9565
H -2.635 2.666 0.170 0.4881
H -1.584 2.859 1.243 0.4876
O 1.091 -2.063 -2.569 -0.9627
H 1.442 -1.390 -1.985 0.4863
H 1.292 -1.746 -3.449 0.4600
```

Energy ... -21442.31015 eV
HOMO energy ... -10.9 eV
Energy relative to the best compared isomer or geometry (same formula, charge and spin) ... 0.000 eV
Net charge ... 0
HOMO-LUMO gap ... 11.0652 eV


Density functional theory data (wB97M-V/def2-TZVPD) for a molecular structure, C36H43CaN5OSTe in a non-equilibrium geometry.

Geometry as XYZ:
```
88
Properties=species:S:1:pos:R:3:lowdin_spin:R:1
Ca 1.088 -1.611 -0.934 0.0157
C 3.224 -0.256 3.351 0.0001
C 3.536 -1.761 3.566 0.0000
C 2.501 -2.492 4.505 0.0002
C 3.793 -2.480 2.237 0.0001
C 3.520 -1.916 0.976 0.0006
C 3.865 -2.640 -0.196 0.0005
C 4.231 -4.015 -0.165 0.0001
C 4.601 -4.830 -1.380 0.0001
C 4.350 -4.600 1.137 0.0000
C 4.210 -3.848 2.304 0.0001
H 3.320 0.275 4.343 0.0000
H 2.155 -0.179 3.020 0.0001
H 3.878 0.130 2.606 0.0000
H 4.511 -1.742 4.099 0.0000
H 1.509 -2.515 4.087 0.0002
H 2.409 -1.946 5.451 0.0000
H 2.880 -3.487 4.707 0.0000
H 3.106 -0.881 0.839 0.0004
H 3.838 -2.237 -1.172 0.0003
H 5.698 -4.915 -1.486 0.0000
H 4.250 -4.570 -2.377 0.0001
H 4.352 -5.876 -1.134 0.0000
H 4.522 -5.675 1.218 0.0000
H 4.387 -4.273 3.282 0.0000
C 0.544 0.125 -5.570 0.0001
C -0.151 -0.895 -4.784 0.0004
N -1.400 -1.329 -5.036 0.0002
N -1.597 -2.277 -4.100 0.0019
C -0.591 -2.452 -3.245 0.0054
S -0.540 -3.550 -2.004 0.0047
N 0.387 -1.512 -3.664 0.0013
N 1.774 -1.420 -3.291 0.0010
H 1.437 0.482 -5.046 0.0000
H -0.157 0.949 -5.752 0.0000
H 0.827 -0.275 -6.593 0.0000
H -2.553 -2.688 -4.119 0.0006
H 2.295 -2.218 -3.674 0.0002
H 2.202 -0.522 -3.646 0.0002
C -0.690 4.662 -4.833 0.0093
C -1.095 3.827 -3.664 0.0506
C -0.187 3.597 -2.595 -0.0067
C -0.452 2.673 -1.586 0.0455
C 0.501 2.601 -0.422 0.0089
C -1.673 1.986 -1.544 0.0322
Te -2.353 0.617 -0.048 0.3976
N -0.638 -0.519 0.063 0.1968
C -0.285 -1.231 1.178 0.0103
O 0.858 -1.789 1.261 0.0076
C -1.350 -1.464 2.328 0.0024
C -1.120 -0.853 3.582 0.0009
C -2.156 -0.804 4.500 0.0007
C -3.271 -1.616 4.344 0.0007
C -3.451 -2.336 3.181 0.0010
C -2.515 -2.208 2.151 0.0039
C -2.087 1.989 1.575 0.0443
C -0.955 2.031 2.407 0.0124
C -0.788 3.135 3.219 0.0034
C -1.718 4.137 3.291 0.0006
C -2.882 4.087 2.513 0.0008
C -3.078 3.000 1.708 0.0058
C -4.318 2.986 0.882 0.0355
C -2.615 2.216 -2.566 0.0422
C -4.012 1.673 -2.571 0.0197
C -2.358 3.185 -3.567 -0.0072
H -0.564 4.051 -5.720 0.0029
H 0.232 5.245 -4.654 0.0000
H -1.431 5.428 -4.995 0.0019
H 0.798 4.083 -2.595 -0.0014
H 1.430 3.096 -0.715 0.0006
H 0.767 1.631 -0.008 0.0023
H 0.149 3.297 0.379 0.0029
H -0.218 -0.274 3.752 0.0001
H -2.045 -0.100 5.316 0.0000
H -3.911 -1.781 5.161 0.0000
H -4.392 -2.878 3.019 0.0000
H -2.755 -2.818 1.270 0.0016
H -0.183 1.308 2.214 0.0008
H 0.134 3.223 3.765 0.0006
H -1.544 4.992 3.970 0.0000
H -3.679 4.825 2.530 0.0003
H -5.043 3.570 1.445 0.0036
H -4.701 1.964 0.706 0.0161
H -4.201 3.477 -0.090 0.0026
H -4.108 0.646 -2.170 0.0083
H -4.418 1.760 -3.553 0.0005
H -4.620 2.303 -1.880 0.0034
H -3.220 3.293 -4.296 -0.0011
```

Energy ... -84087.16809 eV
HOMO energy (alpha / beta) ... -6.6 / -10.8 eV
Energy relative to the best compared isomer or geometry (same formula, charge and spin) ... 0.849 eV
Spin multiplicity ... 2
Net charge ... +1
HOMO-LUMO gap (alpha / beta) ... 3.6009 / 7.7002 eV


Density functional theory data (wB97M-V/def2-TZVPD) for a molecular structure, C21H35Cl4CuO13 in a non-equilibrium geometry.

Geometry as XYZ:
```
74
Properties=species:S:1:pos:R:3:lowdin_spin:R:1
Cu -2.526 0.476 -2.334 0.0690
C -0.016 0.515 -0.503 0.1154
O -1.343 0.803 -0.673 0.7218
H 0.150 -0.411 0.067 -0.0010
H 0.455 0.349 -1.491 0.0562
H 0.497 1.328 0.033 0.0357
C -4.881 1.044 0.883 0.0002
C -5.037 1.458 2.329 0.0000
C -3.982 2.486 2.742 0.0001
O -4.706 3.505 3.378 0.0000
C -6.039 3.297 3.223 0.0000
O -6.882 4.041 3.575 0.0000
O -6.271 2.127 2.565 0.0000
H -5.095 1.844 0.175 0.0000
H -5.581 0.228 0.672 0.0001
H -3.899 0.585 0.725 -0.0001
H -5.016 0.579 2.970 0.0000
H -3.374 2.900 1.933 0.0000
H -3.247 2.024 3.410 0.0000
C 3.548 2.530 3.796 0.0001
C 2.932 2.452 2.402 0.0002
C 2.893 3.819 1.691 0.0000
O 3.546 3.563 0.427 0.0001
C 4.041 2.323 0.391 0.0000
O 4.586 1.821 -0.530 0.0000
O 3.762 1.657 1.553 0.0001
H 3.100 3.341 4.368 0.0000
H 4.613 2.746 3.668 0.0000
H 3.499 1.582 4.327 0.0000
H 1.919 2.045 2.516 0.0003
H 3.502 4.533 2.241 0.0000
H 1.886 4.151 1.465 0.0000
C 0.386 -2.634 -3.424 0.0002
C -0.180 -3.972 -3.053 0.0000
C 0.171 -4.479 -1.644 0.0000
O -1.069 -4.921 -1.103 0.0000
C -2.097 -4.528 -1.898 0.0000
O -3.239 -4.686 -1.651 0.0000
O -1.634 -3.886 -3.002 0.0002
H 0.067 -1.829 -2.756 0.0004
H 0.108 -2.363 -4.444 0.0000
H 1.480 -2.671 -3.416 0.0000
H 0.055 -4.755 -3.775 0.0000
H 0.617 -3.684 -1.025 0.0000
H 0.933 -5.256 -1.632 0.0000
C 3.490 -2.340 0.940 0.0000
C 2.792 -2.408 -0.408 0.0000
C 3.328 -1.440 -1.481 0.0011
O 3.423 -2.270 -2.655 0.0003
C 3.270 -3.569 -2.317 0.0000
O 3.383 -4.479 -3.056 0.0001
O 2.955 -3.701 -0.995 0.0000
H 4.437 -2.868 0.849 0.0000
H 2.882 -2.973 1.598 0.0000
H 3.493 -1.359 1.400 0.0000
H 1.708 -2.282 -0.262 -0.0001
H 4.357 -1.152 -1.278 0.0001
H 2.674 -0.580 -1.590 0.0009
Cl -0.130 5.464 -4.511 0.0000
C -0.685 4.704 -2.958 0.0000
C 0.360 3.735 -2.455 -0.0002
Cl 1.918 4.539 -2.103 -0.0001
H -1.575 4.187 -3.306 0.0000
H -0.806 5.543 -2.286 0.0000
H 0.595 2.909 -3.122 0.0000
H 0.055 3.357 -1.475 -0.0003
Cl -0.175 -3.747 1.985 0.0000
C -1.614 -3.062 1.239 0.0001
C -1.992 -1.649 1.670 -0.0004
Cl -3.219 -1.664 2.960 -0.0001
H -2.484 -3.686 1.425 0.0000
H -1.428 -3.057 0.165 0.0000
H -2.489 -1.179 0.825 -0.0005
H -1.160 -1.051 2.032 -0.0001
```

Energy ... -143681.19430 eV
HOMO energy (alpha / beta) ... -13.3 / -13.3 eV
Energy relative to the best compared isomer or geometry (same formula, charge and spin) ... 1.306 eV
Spin multiplicity ... 2
Net charge ... +1
HOMO-LUMO gap (alpha / beta) ... 6.4782 / 4.6065 eV


Density functional theory data (wB97M-V/def2-TZVPD) for a single CH5PS2 molecule in a non-equilibrium geometry.

Geometry as XYZ:
```
9
Properties=species:S:1:pos:R:3:nbo_charge:R:1
C 0.199 1.231 0.043 -0.9602
P 0.018 -0.269 -1.015 0.6341
S 1.511 -1.608 -0.298 -0.3378
S -1.679 -1.161 0.231 -0.3538
H 0.004 2.083 -0.637 0.2439
H 1.217 1.462 0.494 0.2548
H -0.503 1.209 0.823 0.2326
H 1.071 -2.814 -0.721 0.1626
H -1.838 -0.132 1.080 0.1237
```

Energy ... -32077.26880 eV
HOMO energy ... -8.9 eV
Energy relative to the best compared isomer or geometry (same formula, charge and spin) ... 0.788 eV
SMILES ... CP(S)S
Net charge ... 0
HOMO-LUMO gap ... 9.3047 eV